Molecular formula: C6H21BeN5O5S
Method: DFT, ωB97M-V/def2-TZVPD

Results
Total charge: 0
Maximum force, eV/A: 2.5
Electronic energy, hartree: -1303.9662
Energy relative to the best compared isomer or geometry (same formula, charge and spin), kcal per mole: 0.0

Geometry (Å):
O 2.1013 -1.9828 -2.1902
H 2.2503 -2.8853 -2.5141
Be 0.1005 0.2988 -0.7843
N 0.9117 1.8074 -0.7393
N -1.4456 0.8993 -0.1971
O 2.2241 2.1621 -0.7046
O -2.8369 0.5777 -0.2504
C -0.0080 2.7577 -0.6057
C -1.3158 2.2207 -0.4242
C 0.2867 4.2230 -0.7030
C -2.5388 3.0452 -0.4664
H 1.3314 4.3705 -1.0164
H 0.1124 4.7148 0.2678
H -0.4183 4.6616 -1.4239
H -3.3723 2.4932 -0.0128
H -2.8114 3.2504 -1.5237
H -2.3851 4.0150 0.0445
H 2.7253 1.3312 -1.0963
H -2.9410 -0.3298 0.0769
O -0.3520 0.8415 2.7758
H 0.6120 0.9269 2.6492
H -0.7501 0.9242 1.8857
C 0.0392 -0.5907 -2.2643
H 1.0536 -1.2303 -2.4969
H -0.1671 0.2042 -3.0084
H -0.8032 -1.3105 -2.2691
O 3.5000 0.1663 -1.8184
H 3.2461 -0.8127 -1.6560
H 3.2878 0.2553 -2.7672
N -1.1412 -2.3221 0.7224
N -0.0347 -2.5053 1.5820
C 1.1451 -1.8795 1.4508
N 2.0339 -2.2516 2.4022
S 1.6180 -0.7581 0.2982
H -1.2428 -1.2941 0.6441
H -0.8060 -2.6067 -0.2082
H -0.2313 -3.0647 2.3978
H 2.9716 -1.8815 2.3399
H 1.8532 -3.0409 3.0157

Results of the natural (NBO) charge analysis, in e, for atoms 1 through 5: number 1, O, carries -1.21; number 2, H, carries 0.45; number 3, Be, carries 1.52; number 4, N, carries -0.27; number 5, N, carries -0.38